--- P ---
8
Properties=species:S:1:pos:R:3:nbo_charge:R:1 method="wB97M-V/def2-TZVPD" smiles="O=CO.S" homo_ev=-9.97 molar_mass_g_mol=80.11 homo_lumo_gap_ev=10.489
O 0.92574 2.27867 0.43495 -0.557
C 0.01243 1.53177 0.18780 0.640
O 0.07335 0.71101 -0.89734 -0.707
H -0.94119 1.34574 0.78063 0.123
H 1.00066 0.38488 -0.74580 0.500
S -0.08797 -1.96163 0.80643 -0.344
H 0.21138 -2.53662 -0.46774 0.169
H -1.19441 -1.75382 -0.09893 0.177

---

--- Q ---
8
Properties=species:S:1:pos:R:3:nbo_charge:R:1 method="wB97M-V/def2-TZVPD" homo_ev="-11.19 / -9.70" molar_mass_g_mol=80.11 homo_lumo_gap_ev="9.129 / 8.618"
C 0.85371 0.00631 -0.59027 -0.790
O -1.52479 1.20728 -0.31832 -0.862
O -1.42396 -1.25943 -0.04347 -0.872
S -0.84857 0.04196 0.22056 1.808
H 0.92850 1.06669 -0.91477 0.254
H 1.48963 -0.31264 0.28552 0.247
H 0.64803 -0.73554 -1.36898 0.256
H -0.12255 -0.01464 2.72973 -0.040

---

Stability summary - winner: P; margin: 79.4 kcal/mol.

---

--- P ---
58
Properties=species:S:1:pos:R:3:lowdin_spin:R:1 method="wB97M-V/def2-TZVPD" spin_multiplicity=2 homo_ev="-14.23 / -14.29" molar_mass_g_mol=495.37 homo_lumo_gap_ev="7.543 / 8.364" total_charge=+2
Fe -0.49922 -0.67539 -1.48910 1.002
N 1.31205 -1.54456 -1.44201 -0.013
C 2.01055 -0.89539 -0.29967 -0.001
C 3.21538 -1.64752 0.26194 -0.001
C 3.04829 -3.14586 0.53251 0.000
C 2.05250 -3.51572 1.63342 0.000
N 2.27909 -2.83723 2.90394 0.000
C 3.19783 -3.16259 3.80356 0.000
N 3.82592 -4.33895 3.76253 0.000
N 3.49070 -2.30020 4.77889 0.000
C 0.94905 -0.50727 0.74185 0.002
O 1.18540 -0.49239 1.93224 0.008
O -0.20545 -0.14349 0.24468 -0.023
H 1.20440 -2.54805 -1.31393 0.000
H 1.84697 -1.40105 -2.29496 0.001
H 2.34673 0.06351 -0.70752 0.000
H 3.48215 -1.13713 1.18915 0.000
H 4.06147 -1.50427 -0.41150 0.000
H 4.02988 -3.55890 0.77406 0.000
H 2.74225 -3.67395 -0.37558 0.000
H 2.04027 -4.59512 1.79157 0.000
H 1.02949 -3.26509 1.34726 0.000
H 1.90704 -1.88747 2.93253 0.000
H 3.51034 -5.06938 3.14932 0.000
H 4.49074 -4.59428 4.47282 0.000
H 3.08074 -1.38204 4.79134 0.000
H 4.08743 -2.55544 5.54659 0.000
C -2.70470 4.51609 -0.50584 0.000
C -1.31202 4.12299 -0.85583 -0.001
C -0.19290 4.87103 -0.57397 -0.003
C 1.05581 4.36516 -0.92682 0.001
N 1.18071 3.17484 -1.53517 0.000
C 0.09521 2.49492 -1.81882 0.006
S 0.29608 0.99546 -2.71322 0.002
N -1.13343 2.94625 -1.49232 -0.001
C 2.31689 5.10127 -0.63528 0.000
H -2.73621 5.55289 -0.18276 0.000
H -3.07136 3.88314 0.30382 0.000
H -3.37024 4.37825 -1.35684 0.000
H -0.28953 5.83118 -0.08962 0.000
H -1.97834 2.37073 -1.68933 0.000
H 2.12921 6.13078 -0.34196 0.000
H 2.96761 5.07384 -1.50769 0.000
H 2.84234 4.59610 0.17803 0.000
C -5.95587 0.73584 -1.69677 0.000
N -4.79631 -0.16043 -1.61072 0.000
C -4.94221 -1.50415 -1.61305 -0.003
C -3.88516 -2.35904 -1.56342 0.000
C -2.62836 -1.73928 -1.50246 -0.001
O -1.46596 -2.32250 -1.46751 0.035
N -2.48364 -0.40569 -1.49356 -0.008
C -3.53999 0.43423 -1.57208 -0.001
O -3.43676 1.65786 -1.61354 -0.001
H -6.85909 0.14038 -1.60511 0.000
H -5.94987 1.25788 -2.65071 0.000
H -5.91157 1.46326 -0.89135 0.000
H -5.96288 -1.85823 -1.66193 0.000
H -3.99946 -3.42987 -1.57008 0.000

---

--- Q ---
58
Properties=species:S:1:pos:R:3:lowdin_spin:R:1 method="wB97M-V/def2-TZVPD" spin_multiplicity=2 homo_ev="-13.96 / -13.95" molar_mass_g_mol=495.37 homo_lumo_gap_ev="8.079 / 7.841" total_charge=+2
Fe 1.26729 0.99775 0.22612 0.950
N -0.61254 0.82604 0.94116 -0.009
C -1.60835 0.91614 -0.16352 0.000
C -2.23197 2.32357 -0.10568 0.000
C -3.10925 2.77404 -1.27544 0.000
C -4.41540 2.00967 -1.49076 0.000
N -4.16350 0.76745 -2.21770 0.000
C -5.08117 0.02656 -2.80532 0.000
N -6.38186 0.27840 -2.65676 0.000
N -4.69304 -1.02087 -3.54563 0.000
C -0.87935 0.71141 -1.49471 0.004
O -1.50599 0.39902 -2.50469 0.008
O 0.38963 0.88636 -1.46477 0.021
H -0.69676 -0.01464 1.50316 0.000
H -0.76699 1.61449 1.56563 0.000
H -2.37425 0.14777 -0.04786 0.000
H -1.41059 3.04074 -0.01047 0.000
H -2.81449 2.38975 0.81910 0.000
H -2.53821 2.77690 -2.20590 0.000
H -3.37734 3.81268 -1.08151 0.000
H -5.08798 2.64044 -2.07616 0.000
H -4.89872 1.79657 -0.53207 0.000
H -3.17138 0.54463 -2.40074 0.000
H -6.70449 1.04718 -2.09606 0.000
H -7.07718 -0.28311 -3.11695 0.000
H -3.71672 -1.14698 -3.75563 0.000
H -5.35435 -1.54863 -4.08795 0.000
C 4.21457 -3.48729 -2.05587 0.001
C 3.31780 -2.49197 -1.41022 0.006
C 2.10578 -2.77532 -0.83499 0.001
C 1.34161 -1.74378 -0.27240 0.004
N 1.80746 -0.50098 -0.27691 -0.007
C 2.99401 -0.21187 -0.83683 -0.004
S 3.33949 1.40933 -0.73771 -0.007
N 3.72902 -1.19673 -1.40320 -0.001
C 0.00085 -1.99764 0.31210 0.000
H 3.79922 -4.48741 -1.97657 0.000
H 5.19722 -3.47676 -1.58087 0.000
H 4.34681 -3.24526 -3.11230 0.000
H 1.73716 -3.78855 -0.82461 0.000
H 4.61213 -0.94212 -1.83005 0.000
H -0.24360 -3.05458 0.32075 0.000
H -0.74975 -1.46617 -0.28244 0.000
H -0.00688 -1.61150 1.33114 0.000
C 3.69491 -1.04703 4.82801 0.000
N 3.12747 -0.01068 3.95982 0.000
C 3.22341 1.30703 4.27401 0.001
C 2.72215 2.29434 3.48339 0.000
C 2.10246 1.84021 2.30277 0.004
O 1.57826 2.55292 1.35757 0.035
N 2.00445 0.54409 2.00477 -0.005
C 2.51680 -0.44731 2.78101 -0.001
O 2.45933 -1.63536 2.50643 0.000
H 4.06845 -0.57600 5.73213 0.000
H 4.50549 -1.55710 4.31272 0.000
H 2.92890 -1.77548 5.07880 0.000
H 3.72922 1.52568 5.20455 0.000
H 2.81076 3.33992 3.72613 0.000

---

Stability summary - winner: P; margin: 17.4 kcal/mol.

---

--- P ---
69
Properties=species:S:1:pos:R:3:nbo_charge:R:1 method="wB97M-V/def2-TZVPD" homo_ev=-10.09 molar_mass_g_mol=644.81 homo_lumo_gap_ev=6.590 total_charge=+1
Zr -1.79157 -1.61705 -1.18756 2.441
C 8.02560 5.11679 5.36037 -0.257
O 7.49240 5.65655 4.15941 -0.475
C 6.59294 4.92552 3.47457 0.334
C 6.12984 3.66962 3.88063 -0.266
C 5.20500 2.99758 3.10500 -0.171
C 4.73275 3.56323 1.92370 -0.011
C 5.20254 4.81440 1.52404 -0.136
C 6.12139 5.49449 2.28975 -0.265
N 3.79495 2.95850 1.06121 -0.124
N 3.31827 1.87812 1.44555 -0.232
C 2.44732 1.27611 0.50058 0.181
C 2.48525 1.51509 -0.84964 -0.199
C 1.61921 0.85807 -1.74562 -0.224
C 0.70199 -0.04270 -1.27682 0.287
O -0.19246 -0.70819 -2.03482 -0.887
C 0.65823 -0.32000 0.11292 0.178
N -0.28491 -1.23165 0.51931 -0.605
C -0.33501 -1.56456 1.79778 0.108
C 0.51414 -0.99737 2.75500 -0.272
C 1.42887 -0.05188 2.36837 -0.061
C 1.52604 0.31942 1.01039 -0.122
H 8.73354 5.85255 5.72825 0.211
H 8.54531 4.17534 5.17119 0.182
H 7.24133 4.96350 6.10455 0.181
H 6.48876 3.21630 4.79249 0.220
H 4.84901 2.02297 3.40832 0.226
H 4.82689 5.23728 0.60137 0.228
H 6.49600 6.46553 1.99707 0.236
H 3.20895 2.22537 -1.22483 0.248
H 1.67189 1.05950 -2.80717 0.237
H -1.07302 -2.30437 2.08061 0.219
H 0.43127 -1.30883 3.78592 0.244
H 2.09159 0.41258 3.08538 0.252
F -4.68755 -4.33977 2.93285 -0.305
C -4.40749 -4.24331 1.62907 0.446
C -3.59601 -3.21179 1.18693 -0.304
C -3.29505 -3.08022 -0.16444 -0.533
C -3.87324 -4.00001 -1.07137 -0.142
C -4.63792 -5.05101 -0.56895 0.437
F -5.13215 -5.99570 -1.38994 -0.317
C -4.92248 -5.19319 0.77306 -0.348
C -3.64611 -3.79338 -2.51994 0.252
C -4.40116 -4.37019 -3.54021 -0.231
C -4.09142 -4.10286 -4.85994 -0.103
C -3.03001 -3.26146 -5.17245 -0.244
C -2.35008 -2.68321 -4.12954 0.067
N -2.65818 -2.92168 -2.84165 -0.644
H -3.22900 -2.51300 1.93016 0.218
H -5.52631 -6.01490 1.12972 0.260
H -5.21998 -5.02599 -3.29966 0.257
H -4.67920 -4.55345 -5.64867 0.240
H -2.75144 -3.04568 -6.19299 0.245
H -1.52987 -1.99595 -4.30709 0.225
C -3.81726 2.39573 -1.42381 -0.599
C -2.81383 1.27564 -1.67986 -0.215
C -3.07075 0.63938 -3.05138 -0.618
C -2.88819 0.17920 -0.60449 -1.003
H -3.71886 3.18939 -2.16653 0.214
H -3.67458 2.83435 -0.43552 0.216
H -4.83839 2.00969 -1.47388 0.205
H -1.80319 1.69574 -1.68400 0.205
H -3.91540 -0.05818 -3.00157 0.206
H -2.18370 0.11573 -3.42673 0.206
H -3.32020 1.38294 -3.80975 0.241
H -3.93729 -0.12577 -0.47676 0.239
H -2.52641 0.54103 0.36489 0.245
O 0.23062 -3.68073 -1.57301 -0.533
C 1.03782 -3.52517 -2.34981 0.612

---

--- Q ---
69
Properties=species:S:1:pos:R:3:nbo_charge:R:1 method="wB97M-V/def2-TZVPD" homo_ev=-10.08 molar_mass_g_mol=644.81 homo_lumo_gap_ev=6.389 total_charge=+1
Zr -1.91226 1.83906 -0.26021 2.409
C 6.89944 -7.78744 3.02409 -0.258
O 6.51164 -7.64804 1.67209 -0.469
C 5.57494 -6.75564 1.32909 0.355
C 4.93444 -5.87504 2.21319 -0.272
C 3.98314 -4.99774 1.75359 -0.155
C 3.65264 -4.94474 0.38759 -0.013
C 4.31054 -5.81904 -0.49951 -0.119
C 5.24164 -6.70924 -0.03641 -0.271
N 2.76354 -4.07314 -0.16621 -0.110
N 2.12634 -3.27824 0.58389 -0.250
C 1.12364 -2.49354 0.13099 0.126
C 0.19584 -2.89944 -0.83471 -0.197
C -0.89996 -2.11994 -1.16671 -0.195
C -1.10336 -0.87584 -0.58051 0.259
O -2.15576 -0.08694 -0.91201 -0.827
C -0.19626 -0.43464 0.42519 0.118
N -0.42366 0.78396 1.00239 -0.595
C 0.34784 1.16936 2.00829 0.114
C 1.41714 0.40866 2.47709 -0.268
C 1.71434 -0.78714 1.85659 -0.077
C 0.90214 -1.25294 0.81389 -0.015
H 7.62644 -8.59784 3.03939 0.213
H 6.04904 -8.05274 3.65709 0.184
H 7.36544 -6.87404 3.40449 0.183
H 5.19514 -5.87284 3.25939 0.219
H 3.49824 -4.31134 2.43219 0.226
H 4.06094 -5.77574 -1.54801 0.231
H 5.75224 -7.38454 -0.70391 0.236
H 0.35044 -3.85164 -1.31601 0.245
H -1.60476 -2.45394 -1.91411 0.240
H 0.09624 2.11746 2.47339 0.225
H 2.00104 0.76596 3.30929 0.245
H 2.55144 -1.38824 2.17669 0.250
F -0.24036 6.09276 3.01199 -0.305
C -1.22716 5.54646 2.28729 0.434
C -0.95736 4.41616 1.52929 -0.273
C -1.95446 3.79866 0.76969 -0.531
C -3.22836 4.42856 0.74129 -0.181
C -3.47406 5.54186 1.55519 0.449
F -4.70076 6.09396 1.62559 -0.315
C -2.49386 6.09756 2.35099 -0.336
C -4.21616 3.88916 -0.20781 0.265
C -5.32946 4.60586 -0.66421 -0.228
C -6.17996 4.03456 -1.58911 -0.105
C -5.94326 2.73496 -2.02161 -0.242
C -4.82976 2.08006 -1.52901 0.076
N -3.96296 2.64676 -0.68421 -0.636
H 0.06494 4.04356 1.51519 0.223
H -2.72026 6.93896 2.98509 0.259
H -5.52606 5.60326 -0.31201 0.255
H -7.02696 4.58936 -1.96051 0.239
H -6.60226 2.24676 -2.72021 0.244
H -4.62696 1.04426 -1.80191 0.226
C 0.50794 2.46636 -3.92221 -0.597
C -0.42836 1.85186 -2.87131 -0.211
C -1.90056 2.00446 -3.31551 -0.631
C -0.22226 2.50126 -1.49421 -1.047
H 0.41944 1.94476 -4.87261 0.211
H 1.54114 2.39546 -3.59141 0.216
H 0.27454 3.51806 -4.07821 0.205
H -0.20046 0.77376 -2.80421 0.201
H -2.28666 2.99866 -3.04861 0.210
H -2.52356 1.21636 -2.87071 0.212
H -1.97396 1.90316 -4.39701 0.248
H -0.21286 3.59666 -1.64191 0.245
H 0.78234 2.22806 -1.12351 0.240
O -3.14706 0.66706 1.18849 -0.633
C -3.40396 -0.22254 0.47029 0.624

---

Stability summary - winner: P; margin: 47.9 kcal/mol.

---

--- P ---
45
Properties=species:S:1:pos:R:3:nbo_charge:R:1 method="wB97M-V/def2-TZVPD" smiles="Cc1ccc(S(=O)(=O)N2CCOCC2)cc1C(=O)NCc1ccco1" homo_ev=-8.94 molar_mass_g_mol=364.42 homo_lumo_gap_ev=9.505
C -2.41303 -1.95517 -0.64005 -0.643
C -1.04283 -1.53978 -0.19457 0.004
C -0.05026 -2.49962 -0.02198 -0.203
C 1.22554 -2.14361 0.37918 -0.178
C 1.51702 -0.81119 0.59512 -0.342
S 3.15609 -0.30587 1.10038 2.317
O 3.99964 -1.47095 1.13533 -0.949
O 3.05853 0.49075 2.28800 -0.938
N 3.53411 0.72450 -0.16774 -0.675
C 3.95817 0.04215 -1.37394 -0.258
C 5.45536 -0.28175 -1.32582 -0.095
O 6.21648 0.87818 -1.06486 -0.524
C 5.84687 1.46287 0.16543 -0.089
C 4.37024 1.86409 0.15722 -0.261
C 0.55601 0.16343 0.42483 -0.155
C -0.72963 -0.19787 0.04524 -0.067
C -1.74820 0.88932 -0.15061 0.651
O -1.64605 1.74704 -0.99941 -0.603
N -2.77000 0.83118 0.73503 -0.602
C -3.92220 1.70608 0.64595 -0.275
C -5.16735 0.92480 0.38528 0.256
C -6.30477 0.75620 1.11922 -0.300
C -7.13040 -0.12301 0.37555 -0.316
C -6.42953 -0.42849 -0.74815 0.091
O -5.24228 0.19839 -0.75181 -0.402
H -3.02914 -2.22023 0.22038 0.222
H -2.35098 -2.83112 -1.28152 0.224
H -2.91156 -1.15631 -1.18274 0.236
H -0.28286 -3.53790 -0.20799 0.216
H 2.00327 -2.87718 0.52248 0.245
H 3.37269 -0.87360 -1.46287 0.219
H 3.74017 0.69823 -2.22282 0.210
H 5.80172 -0.66191 -2.28835 0.195
H 5.62997 -1.03249 -0.54279 0.191
H 6.49031 2.33489 0.29315 0.198
H 6.01790 0.75105 0.98729 0.173
H 4.06125 2.22092 1.13901 0.242
H 4.19110 2.63713 -0.59675 0.206
H 0.81260 1.19704 0.59187 0.242
H -2.79926 0.08440 1.41079 0.401
H -4.04206 2.27849 1.57017 0.215
H -3.71143 2.38946 -0.18332 0.256
H -6.53086 1.20648 2.06384 0.228
H -8.10460 -0.47456 0.64548 0.230
H -6.65579 -1.05444 -1.58813 0.205

---

--- Q ---
45
Properties=species:S:1:pos:R:3:nbo_charge:R:1 method="wB97M-V/def2-TZVPD" smiles="O=C(Nc1ccccc1)c1ccc(S(=O)(=O)N(CCO)CCO)cc1" homo_ev=-8.79 molar_mass_g_mol=364.42 homo_lumo_gap_ev=8.607
O -2.65589 -2.68055 -1.64276 -0.589
C -1.98828 -1.66951 -1.63903 0.641
N -1.55004 -1.00509 -2.74340 -0.615
C -1.76334 -1.30642 -4.09417 0.230
C -2.60629 -2.32952 -4.51599 -0.270
C -2.77596 -2.56140 -5.86912 -0.186
C -2.11819 -1.78658 -6.80905 -0.231
C -1.27967 -0.76707 -6.38914 -0.193
C -1.10159 -0.52634 -5.04077 -0.270
C -1.53279 -1.02533 -0.36155 -0.028
C -1.12813 -1.85334 0.68087 -0.181
C -0.66654 -1.30466 1.86428 -0.192
C -0.63742 0.07002 2.00050 -0.322
S 0.04348 0.83120 3.46846 2.316
O -0.75676 1.95721 3.83157 -0.924
O 0.29541 -0.18450 4.45919 -0.956
N 1.49175 1.43646 2.85383 -0.699
C 2.39631 0.42253 2.34882 -0.258
C 2.91038 0.82680 0.95908 -0.066
O 1.85707 1.11315 0.07568 -0.716
C 2.05758 2.53711 3.61651 -0.265
C 2.66466 2.14099 4.97334 -0.079
O 1.71520 1.82210 5.94810 -0.723
C -1.09822 0.90457 0.99974 -0.175
C -1.54229 0.35681 -0.18991 -0.223
H -0.92535 -0.22575 -2.58339 0.403
H -3.11731 -2.93525 -3.78719 0.256
H -3.43111 -3.35743 -6.18954 0.216
H -2.25663 -1.97446 -7.86288 0.214
H -0.76163 -0.15659 -7.11377 0.216
H -0.44548 0.26901 -4.71383 0.206
H -1.17100 -2.92284 0.54280 0.240
H -0.33413 -1.92088 2.68542 0.247
H 1.83018 -0.50673 2.26965 0.219
H 3.24476 0.25146 3.01835 0.203
H 3.57586 1.69682 1.05179 0.156
H 3.47210 0.00239 0.51630 0.191
H 1.28705 1.75631 0.51693 0.472
H 2.81801 3.02551 3.00156 0.206
H 1.23262 3.22952 3.79432 0.243
H 3.21435 3.00097 5.36669 0.189
H 3.37824 1.31339 4.83738 0.152
H 1.18430 1.06340 5.66072 0.485
H -1.11094 1.96897 1.17464 0.239
H -1.91435 1.00353 -0.97098 0.224

---

Stability summary - winner: Q; margin: 12.8 kcal/mol.

---

--- P ---
14
Properties=species:S:1:pos:R:3:nbo_charge:R:1 method="wB97M-V/def2-TZVPD" homo_ev=-19.42 molar_mass_g_mol=167.01 homo_lumo_gap_ev=9.598 total_charge=+2
C 0.93280 -0.61204 -0.16802 0.653
C -1.69118 0.78588 -0.11779 0.399
N 2.17808 -0.59063 -0.49428 -0.711
N 0.11361 0.31652 -0.72545 -0.595
N 0.55681 -1.52967 0.74057 -0.738
N -1.85348 1.82758 0.52644 -0.668
Br -3.00075 -0.28140 -0.61509 0.475
H 2.79402 -0.07543 -1.11423 0.474
H 2.56521 -1.46988 -0.12108 0.424
H 0.42325 1.08830 -1.37164 0.460
H 1.16477 -2.32388 0.88118 0.433
H -0.36279 -1.74400 0.91440 0.418
H -1.05808 2.47511 0.76215 0.486
H -2.76227 2.13353 0.90283 0.492

---

--- Q ---
14
Properties=species:S:1:pos:R:3:nbo_charge:R:1 method="wB97M-V/def2-TZVPD" homo_ev="-19.00 / -18.49" molar_mass_g_mol=167.01 homo_lumo_gap_ev="7.392 / 6.192" total_charge=+2
C -0.41842 0.96925 -0.07918 0.162
C 1.28925 -0.45866 -0.58705 -0.479
N -1.62853 1.41425 0.11912 -0.028
N 0.14147 -0.29055 0.06336 0.037
N -0.42025 -1.26136 0.72534 -0.422
N -2.80487 1.21618 0.22076 -0.013
Br -3.93843 -0.24642 -0.38176 0.434
H 0.26032 1.66448 -0.51960 0.271
H 2.14824 -0.61214 0.16607 0.299
H 1.29818 -1.30436 -1.40809 0.315
H 1.49746 0.44757 -1.04376 0.259
H 0.08484 -2.21197 0.64196 0.460
H -1.25808 -1.30294 1.14995 0.431
H -4.02408 3.09231 0.36829 0.273

---

Stability summary - winner: P; margin: 189.4 kcal/mol.